(1)
Molecular formula: C17H19N3OS
Method: DFT, ωB97M-V/def2-TZVPD

The geometry in XYZ format:
```
41
Properties=species:S:1:pos:R:3:forces:R:3
C -0.540 -1.900 -0.527 -0.05 -0.04 -0.02
N -1.708 -1.262 0.043 -0.07 0.01 0.01
C -1.367 -0.247 1.020 -0.30 -0.08 -0.01
C -0.430 0.807 0.532 0.68 0.19 0.30
N 0.704 1.137 1.071 -0.33 -0.44 0.32
C 1.176 2.112 0.241 -0.69 -0.03 -0.11
N 0.373 2.358 -0.753 0.85 0.88 -0.37
O -0.683 1.514 -0.576 -0.54 -0.57 0.29
C 2.492 2.762 0.445 0.14 0.14 -0.32
H 2.416 3.825 0.212 0.04 0.01 0.10
H 2.771 2.630 1.490 -0.04 0.08 -0.02
C 3.542 2.104 -0.470 -0.02 0.04 0.17
C 3.520 0.611 -0.302 0.18 -0.02 -0.14
C 2.975 -0.205 -1.284 0.03 0.06 -0.03
C 2.910 -1.576 -1.108 -0.02 -0.10 -0.02
C 3.382 -2.148 0.061 -0.04 -0.12 -0.04
C 3.928 -1.343 1.046 0.04 0.00 0.11
C 3.998 0.026 0.864 0.02 -0.01 -0.06
H 4.428 0.649 1.634 0.05 0.08 0.11
H 4.300 -1.784 1.960 0.03 -0.03 0.07
H 3.326 -3.218 0.202 0.01 -0.09 0.01
H 2.489 -2.201 -1.883 -0.03 -0.04 -0.06
H 2.597 0.239 -2.195 -0.03 0.06 -0.07
H 4.527 2.501 -0.214 0.00 0.02 -0.08
H 3.319 2.364 -1.506 0.06 0.01 0.02
H -0.886 -0.729 1.874 -0.01 0.17 -0.06
H -2.294 0.225 1.358 0.10 -0.04 0.07
C -2.629 -0.797 -0.989 0.05 -0.10 -0.05
C -3.919 -0.345 -0.388 -0.19 0.38 -0.14
C -4.812 -1.081 0.328 0.21 0.07 -0.16
C -5.922 -0.327 0.769 -0.12 0.11 0.05
C -5.856 0.972 0.382 0.25 0.28 -0.19
S -4.433 1.304 -0.524 -0.18 -0.59 0.23
H -6.556 1.761 0.569 -0.19 0.12 0.08
H -6.733 -0.737 1.344 -0.16 -0.03 0.10
H -4.674 -2.127 0.533 0.07 -0.22 0.04
H -2.201 0.017 -1.596 -0.03 -0.19 -0.05
H -2.818 -1.651 -1.648 0.05 0.12 -0.02
H 0.133 -2.196 0.276 0.09 -0.04 -0.01
H 0.013 -1.251 -1.220 0.05 0.01 0.00
H -0.857 -2.792 -1.067 0.05 -0.05 -0.06
```
Forces are in eV/Å.

Total charge: 0
Gap between HOMO and LUMO: 9.603 eV
Spin multiplicity: 1
Energy: -1296.859264 Ha
HOMO level: -8.7670 eV

(2)
Molecular formula: C17H19N7O2S2
Method: DFT, ωB97M-V/def2-TZVPD

The geometry in XYZ format:
```
47
Properties=species:S:1:pos:R:3:forces:R:3
O 2.297 -3.222 0.160 -0.01 0.09 -0.21
N 3.943 0.656 3.854 0.01 -0.03 0.12
N 0.936 -1.150 3.288 1.02 -0.57 1.36
N 4.386 1.591 2.948 -0.56 -0.50 0.19
N -1.107 -0.161 -0.155 1.23 -0.28 1.56
O -3.574 1.508 -4.845 -0.72 -0.86 -1.39
S 5.971 -0.387 2.736 -0.35 0.12 -0.18
S 4.413 -1.793 4.909 -0.45 -1.19 0.62
C 1.911 -2.599 1.140 1.83 -2.20 -0.42
C 4.643 -0.437 3.866 0.08 1.21 -0.66
C 0.443 -1.027 2.102 0.70 -0.66 0.58
C 5.404 1.196 2.266 0.19 -0.09 0.04
C 2.491 -2.765 2.456 -0.36 0.66 2.11
C 1.976 -2.023 3.509 0.50 -0.43 -1.43
C -1.213 0.378 1.021 -0.33 -1.22 -2.18
C -2.335 -0.622 -2.119 -0.05 -0.16 0.31
C -1.800 1.686 -1.646 -0.62 0.13 -0.81
C -2.890 -0.268 -3.317 -0.23 0.60 -0.44
C -2.433 2.069 -2.861 0.53 -1.04 0.76
C -1.801 0.325 -1.260 0.50 0.89 -0.28
C -2.976 1.069 -3.700 0.04 0.71 0.48
N 0.867 -1.749 1.016 -2.24 2.38 0.37
N -2.067 1.369 1.270 -0.45 1.18 0.98
N -0.545 -0.083 2.111 -0.03 -0.57 -1.89
C 6.006 2.011 1.165 0.26 0.58 0.28
C 2.566 -2.039 4.930 -0.10 1.40 -1.26
C -5.790 0.439 -4.875 1.00 0.39 0.99
C -4.435 0.573 -5.625 -0.38 0.45 0.84
H 3.305 -3.478 2.668 -0.50 0.50 -0.66
H -2.320 -1.664 -1.823 0.17 0.03 -0.01
H -1.312 2.458 -1.016 -0.35 -0.66 -0.54
H -3.246 -1.031 -3.972 -0.28 -0.38 -0.24
H -2.440 3.113 -3.156 -0.12 -0.19 -0.07
H 0.408 -1.575 0.097 0.39 -0.09 0.80
H -2.495 1.333 2.177 -0.36 0.35 0.03
H -2.636 1.549 0.470 -0.78 0.39 -0.06
H -0.674 0.340 2.999 0.09 0.32 0.62
H 5.338 2.810 0.817 -0.11 -0.46 0.29
H 6.916 2.525 1.491 -0.01 -0.24 0.05
H 6.259 1.381 0.330 0.13 -0.23 -0.39
H 2.155 -1.182 5.471 -0.08 -0.27 -0.09
H 2.307 -2.954 5.447 0.42 -0.23 0.15
H -5.566 -0.012 -3.878 -0.33 0.31 -0.65
H -6.223 1.450 -4.680 0.33 -0.77 -0.32
H -6.524 -0.194 -5.363 0.07 -0.01 -0.28
H -4.602 0.982 -6.636 0.40 0.36 0.63
H -3.939 -0.395 -5.786 -0.07 0.30 0.29
```
Forces are in eV/Å.

Total charge: 0
Gap between HOMO and LUMO: 8.343 eV
Spin multiplicity: 1
Energy: -1989.360962 Ha
HOMO level: -7.8276 eV

(3)
Molecular formula: C17H19NO4S2
Method: DFT, ωB97M-V/def2-TZVPD

The geometry in XYZ format:
```
43
Properties=species:S:1:pos:R:3:forces:R:3
C 0.363 4.040 1.141 0.14 -0.41 -0.15
C 1.576 3.230 0.707 0.24 0.37 0.53
C 2.671 4.096 0.098 -0.25 -0.41 0.05
H 3.520 3.484 -0.197 0.10 -0.01 -0.02
H 3.004 4.830 0.827 0.04 0.09 0.06
H 2.288 4.612 -0.779 -0.02 0.10 -0.09
H 1.972 2.654 1.553 -0.10 0.14 -0.21
O 1.137 2.287 -0.293 -0.07 0.52 -0.27
C 1.277 0.995 -0.057 0.32 -0.31 -0.08
O 1.832 0.513 0.897 0.03 -0.04 0.00
C 0.569 0.188 -1.149 0.38 0.43 -0.34
N -0.665 -0.354 -0.600 -0.59 0.55 -0.08
S -1.775 0.852 -0.227 -0.81 -0.42 -0.37
O -1.813 1.771 -1.320 0.14 -0.10 -0.25
O -1.578 1.360 1.101 -0.02 -0.29 0.13
C -3.280 -0.077 -0.227 0.38 0.19 0.42
C -3.978 -0.519 -1.308 0.23 0.14 0.01
C -5.136 -1.237 -0.940 0.00 0.00 0.06
C -5.284 -1.319 0.410 0.40 0.23 0.28
S -4.018 -0.521 1.259 -0.30 -0.14 -0.33
H -6.068 -1.801 0.959 -0.18 -0.10 0.12
H -5.823 -1.666 -1.646 -0.14 -0.07 -0.10
H -3.667 -0.323 -2.317 0.06 0.03 -0.24
C -0.496 -1.283 0.503 -0.20 -0.39 0.75
C 0.678 -2.206 0.343 0.05 -0.07 -0.20
C 0.849 -3.232 1.265 -0.03 0.08 -0.09
C 1.933 -4.083 1.181 -0.02 -0.03 0.08
C 2.865 -3.912 0.171 0.07 -0.03 -0.03
C 2.702 -2.893 -0.746 -0.08 0.02 0.03
C 1.611 -2.035 -0.672 -0.01 -0.17 0.03
C 1.425 -0.951 -1.694 -0.22 0.14 0.16
H 2.394 -0.559 -2.011 -0.03 0.01 -0.02
H 0.923 -1.369 -2.571 0.03 0.12 -0.02
H 3.430 -2.752 -1.533 0.09 0.02 -0.09
H 3.720 -4.569 0.104 0.07 -0.06 -0.01
H 2.055 -4.875 1.905 0.01 -0.06 0.06
H 0.124 -3.353 2.058 -0.09 -0.03 0.11
H -1.420 -1.870 0.566 0.14 -0.01 0.07
H -0.382 -0.732 1.449 0.02 -0.17 -0.10
H 0.269 0.880 -1.941 0.22 -0.15 0.07
H -0.426 3.367 1.469 -0.02 0.07 0.07
H 0.633 4.706 1.956 0.04 0.10 0.07
H -0.011 4.625 0.304 -0.06 0.12 -0.08
```
Forces are in eV/Å.

Total charge: 0
Gap between HOMO and LUMO: 9.367 eV
Spin multiplicity: 1
Energy: -1811.294311 Ha
HOMO level: -8.9444 eV

- Number 1 is which compound?
  C17H19N3OS

- spin multiplicity of number 1 (C17H19N3OS)?
  1